1.
# C4H11NOS

A gas-phase ion, C4H11NOS (charge +1) in a non-equilibrium geometry (ωB97M-V/def2-TZVPD, the OMol25 dataset).

Structure (XYZ):
```
18
Properties=species:S:1:pos:R:3:lowdin_spin:R:1
C 0.807 1.157 -1.045 0.005
O 2.128 0.808 -1.717 0.002
C 0.277 0.031 -0.201 0.032
C -0.941 0.273 0.638 0.009
C -1.514 -1.092 1.247 0.055
S -1.882 -2.351 -0.134 0.810
N 1.411 -0.398 0.776 0.017
H 0.173 1.258 -1.975 0.000
H 0.899 2.035 -0.319 0.003
H 2.349 1.688 -2.120 0.000
H 0.288 -1.011 -0.704 0.020
H -1.786 0.555 0.030 -0.001
H -0.908 1.027 1.399 -0.001
H -0.632 -1.439 1.951 0.004
H -2.465 -0.818 1.589 0.021
H -2.181 -1.353 -1.038 0.019
H 1.736 0.419 1.294 0.002
H 2.243 -0.788 0.329 0.000
```

Output
**Energy above the lowest of the compared OMol25 structures with the same formula, charge and spin**: 255.0 kJ/mol
**Expectation value of S²**: 0.754
**Total charge**: +1
**Strongest force on any atom**: 5.27 eV Å⁻¹
**2S+1**: 2


2.
# C4H11NOS2

2 unconnected molecules or ions with the total composition C4H11NOS2 (ωB97M-V/def2-TZVPD, the OMol25 dataset).

Structure (XYZ):
```
19
Properties=species:S:1:pos:R:3:mulliken_charge:R:1
O 1.082 1.404 0.595 -0.601
C 0.497 1.969 -0.319 0.778
N -0.324 1.295 -1.179 -0.343
C 0.619 3.452 -0.592 -1.132
H -0.812 1.771 -1.942 0.187
H -0.445 0.289 -1.043 0.204
H 1.299 3.902 0.151 0.277
H -0.363 3.948 -0.516 0.315
H 1.029 3.634 -1.600 0.325
S -1.296 -3.204 1.227 -0.084
S -0.563 -2.997 -0.663 -0.118
C -1.598 -1.489 1.708 -0.668
C 1.191 -2.692 -0.360 -0.711
H -2.039 -1.502 2.719 0.315
H -2.308 -0.997 1.022 0.242
H -0.668 -0.897 1.737 0.194
H 1.359 -1.759 0.203 0.219
H 1.655 -3.525 0.194 0.330
H 1.686 -2.604 -1.342 0.273
```

Output
**Energy above the lowest of the compared OMol25 structures with the same formula, charge and spin**: 11.7 kJ/mol
**Total charge**: 0
**Strongest force on any atom**: 0.91 eV Å⁻¹


3.
# C4H11NOSn

A molecular structure, C4H11NOSn in a non-equilibrium geometry (ωB97M-V/def2-TZVPD, the OMol25 dataset).

Structure (XYZ):
```
18
Properties=species:S:1:pos:R:3:mulliken_charge:R:1
Sn -1.645 -1.277 2.770 1.586
C -0.845 2.063 -0.615 -1.477
C -0.612 0.722 0.169 0.314
C 0.072 -0.385 -0.559 -0.486
O 0.479 -1.448 0.313 -0.250
C 1.207 -2.464 -0.361 -0.759
N 0.168 1.198 1.321 -0.357
H -1.184 2.889 0.015 0.438
H -1.711 1.904 -1.262 0.378
H 0.068 2.435 -1.074 0.404
H -1.614 0.386 0.516 -0.141
H 0.960 -0.053 -1.104 0.389
H -0.646 -0.828 -1.255 0.457
H 2.253 -2.280 -0.610 0.307
H 0.691 -2.679 -1.302 0.337
H 1.178 -3.416 0.167 0.290
H 0.009 2.133 1.674 0.279
H 1.172 1.101 1.196 0.291
```

Output
**Energy above the lowest of the compared OMol25 structures with the same formula, charge and spin**: 301.1 kJ/mol
**Total charge**: +2
**Strongest force on any atom**: 3.22 eV Å⁻¹


4.
# C4H11NS

A single C4H11NS molecule in a non-equilibrium geometry (ωB97M-V/def2-TZVPD, the OMol25 dataset).

Structure (XYZ):
```
17
Properties=species:S:1:pos:R:3:mulliken_charge:R:1
C -1.219 -1.419 0.102 -1.281
C -0.681 -0.184 -0.701 0.413
C -0.118 0.801 0.369 -1.424
C 1.327 0.489 0.760 -0.321
S 1.982 1.598 2.077 -0.255
N 0.384 -0.543 -1.642 -0.719
H -0.759 -1.361 1.086 0.321
H -2.266 -1.159 0.290 0.310
H -1.119 -2.396 -0.359 0.379
H -1.456 0.279 -1.317 0.398
H -0.889 0.927 1.125 0.460
H 0.020 1.749 -0.180 0.485
H 2.067 0.523 -0.027 0.342
H 1.248 -0.552 1.111 0.312
H 0.894 2.381 1.958 0.125
H 0.071 -1.283 -2.266 0.232
H 0.514 0.149 -2.385 0.223
```

Output
**Energy above the lowest of the compared OMol25 structures with the same formula, charge and spin**: 74.7 kJ/mol
**Total charge**: 0
**Strongest force on any atom**: 3.29 eV Å⁻¹


5.
# C4H11NS

A single C4H11NS molecule (ωB97M-V/def2-TZVPD, the OMol25 dataset).

Structure (XYZ):
```
17
Properties=species:S:1:pos:R:3:mulliken_charge:R:1
C -0.519 -1.102 -1.956 -1.056
C -0.916 -1.309 -0.502 -0.362
S -1.695 0.114 0.299 -0.143
H -0.959 -0.221 -2.416 0.289
H -0.783 -1.970 -2.573 0.335
H 0.569 -1.071 -2.058 0.269
H -0.052 -1.579 0.111 0.233
H -1.603 -2.146 -0.370 0.378
C 1.121 0.597 1.962 -0.924
C -0.347 1.313 0.114 -0.671
N 0.924 0.858 0.559 -0.215
H 1.643 1.405 2.486 0.324
H 1.698 -0.312 2.149 0.296
H 0.149 0.510 2.446 0.312
H -0.693 2.208 0.650 0.332
H -0.277 1.591 -0.936 0.393
H 1.740 1.113 0.035 0.211
```

Output
**Energy above the lowest of the compared OMol25 structures with the same formula, charge and spin**: 55.5 kJ/mol
**Total charge**: 0
**Strongest force on any atom**: 0.96 eV Å⁻¹


6.
# C4H11NS

2 unconnected molecules or ions with the total composition C4H11NS in a non-equilibrium geometry (ωB97M-V/def2-TZVPD, the OMol25 dataset).

Structure (XYZ):
```
17
Properties=species:S:1:pos:R:3:mulliken_charge:R:1
C 4.432 -0.042 0.341 -0.798
S 3.282 -1.382 0.590 -0.104
C 2.295 -1.969 -0.831 -0.724
H 5.472 -0.347 0.299 0.286
H 4.280 0.708 1.114 0.275
H 4.322 0.518 -0.591 0.285
H 1.244 -1.810 -0.597 0.269
H 2.470 -1.259 -1.640 0.246
H 2.587 -2.980 -1.065 0.264
C -3.629 0.591 1.403 -0.786
C -3.833 1.488 0.438 0.124
N -3.605 1.294 -0.923 -0.541
H -3.128 -0.332 1.153 0.249
H -4.074 0.874 2.345 0.229
H -4.256 2.441 0.719 0.254
H -3.710 0.334 -1.214 0.225
H -4.150 1.873 -1.540 0.246
```

Output
**Energy above the lowest of the compared OMol25 structures with the same formula, charge and spin**: 152.4 kJ/mol
**Total charge**: 0
**Strongest force on any atom**: 1.96 eV Å⁻¹


7.
# C4H11NS

2 unconnected molecules or ions with the total composition C4H11NS in a non-equilibrium geometry (ωB97M-V/def2-TZVPD, the OMol25 dataset).

Structure (XYZ):
```
17
Properties=species:S:1:pos:R:3:mulliken_charge:R:1
C 0.233 -2.511 0.954 -0.916
C -1.877 -2.149 0.031 -0.363
N -0.715 -1.701 0.220 -0.253
H 1.039 -2.796 0.274 0.286
H -0.170 -3.400 1.452 0.356
H 0.675 -1.858 1.711 0.271
H -2.249 -3.038 0.551 0.214
H -2.541 -1.615 -0.646 0.272
H 0.228 -0.255 -0.403 0.220
C 0.676 2.582 1.008 -0.911
C 0.035 2.238 -0.313 -0.441
S 0.758 0.723 -1.108 -0.206
H 1.751 2.729 0.908 0.288
H 0.524 1.744 1.694 0.262
H 0.232 3.475 1.454 0.305
H 0.314 2.956 -1.085 0.288
H -1.046 2.132 -0.286 0.330
```

Output
**Energy above the lowest of the compared OMol25 structures with the same formula, charge and spin**: 123.4 kJ/mol
**Total charge**: 0
**Strongest force on any atom**: 1.53 eV Å⁻¹


8.
# C4H11NS

A single C4H11NS molecule in a non-equilibrium geometry (ωB97M-V/def2-TZVPD, the OMol25 dataset).

Structure (XYZ):
```
17
Properties=species:S:1:pos:R:3:mulliken_charge:R:1
C -1.484 0.591 -0.885 -0.590
C -0.827 0.966 0.392 -0.229
C 0.696 0.870 0.340 -0.922
S 1.334 -0.831 0.925 -0.090
C 1.924 -1.432 -0.640 -0.883
N -2.945 0.855 -0.898 -0.665
H -1.125 1.034 -1.821 0.375
H -1.451 -0.475 -1.175 0.274
H -1.098 1.995 0.684 0.285
H -1.234 0.320 1.181 0.272
H 1.040 0.981 -0.687 0.385
H 1.203 1.596 0.970 0.407
H 1.829 -2.507 -0.504 0.327
H 2.910 -1.114 -0.984 0.307
H 1.230 -1.249 -1.473 0.284
H -3.106 1.847 -0.789 0.229
H -3.434 0.354 -0.168 0.233
```

Output
**Energy above the lowest of the compared OMol25 structures with the same formula, charge and spin**: 58.4 kJ/mol
**Total charge**: 0
**Strongest force on any atom**: 2.96 eV Å⁻¹


9.
# C4H11NS

2 unconnected molecules or ions with the total composition C4H11NS in a non-equilibrium geometry (ωB97M-V/def2-TZVPD, the OMol25 dataset).

Structure (XYZ):
```
17
Properties=species:S:1:pos:R:3:mulliken_charge:R:1
C -1.885 -0.547 -0.011 -1.161
C -0.536 -1.242 0.139 0.900
C 0.464 -1.168 -0.759 -1.079
N -0.463 -2.133 1.255 -0.537
H -2.231 -0.129 0.963 0.346
H -2.640 -1.258 -0.357 0.362
H -1.744 0.306 -0.745 0.256
H 1.370 -1.809 -0.675 0.206
H 0.388 -0.504 -1.621 0.290
H -1.319 -2.195 1.872 0.223
H 0.121 -2.985 1.056 0.216
C 0.989 2.531 -0.146 -0.579
S 2.770 2.257 0.116 -0.190
H 0.711 3.473 0.365 0.327
H 0.728 2.656 -1.208 0.261
H 0.410 1.674 0.255 0.068
H 2.868 1.073 -0.499 0.092
```

Output
**Energy above the lowest of the compared OMol25 structures with the same formula, charge and spin**: 92.1 kJ/mol
**Total charge**: 0
**Strongest force on any atom**: 2.24 eV Å⁻¹


10.
# C4H11NS

2 unconnected molecules or ions with the total composition C4H11NS in a non-equilibrium geometry (ωB97M-V/def2-TZVPD, the OMol25 dataset).

Structure (XYZ):
```
17
Properties=species:S:1:pos:R:3:mulliken_charge:R:1
C -0.816 0.657 -0.522 -0.796
S 0.816 1.485 -0.729 -0.062
C 0.382 2.347 -2.233 -0.917
H -1.599 1.156 -1.079 0.402
H -1.013 0.662 0.540 0.180
H -0.559 -0.320 -0.930 0.278
H 1.189 2.901 -2.733 0.308
H -0.020 1.665 -2.997 0.297
H -0.364 3.124 -2.054 0.299
C -0.706 -1.991 1.909 -0.805
C 1.398 -1.431 1.050 -0.296
N 0.286 -1.979 0.856 -0.387
H -1.698 -2.158 1.499 0.281
H -0.839 -0.993 2.374 0.325
H -0.378 -2.700 2.672 0.342
H 2.306 -1.708 0.513 0.275
H 1.615 -0.719 1.864 0.274
```

Output
**Energy above the lowest of the compared OMol25 structures with the same formula, charge and spin**: 167.6 kJ/mol
**Total charge**: 0
**Strongest force on any atom**: 1.92 eV Å⁻¹


11.
# C4H11NS2

A single C4H11NS2 molecule in a non-equilibrium geometry (ωB97M-V/def2-TZVPD, the OMol25 dataset).

Structure (XYZ):
```
18
Properties=species:S:1:pos:R:3:mulliken_charge:R:1
S -1.795 -2.359 -0.711 -0.230
S -2.155 -0.346 -0.774 -0.086
C -1.384 0.264 0.761 -0.503
C -0.039 -0.446 1.193 -0.966
N 0.983 -0.622 0.186 -0.232
C 1.208 0.166 -1.013 -0.253
C 1.393 1.648 -0.669 -1.057
H -2.920 -2.803 -0.089 0.163
H -1.155 1.320 0.623 0.263
H -2.125 0.226 1.555 0.412
H 0.402 -0.019 2.096 0.340
H -0.484 -1.395 1.499 0.432
H 1.258 -1.595 0.128 0.250
H 0.312 0.064 -1.647 0.152
H 2.068 -0.068 -1.631 0.451
H 2.048 2.148 -1.381 0.365
H 0.447 2.112 -0.407 0.200
H 1.939 1.705 0.283 0.297
```

Output
**Energy above the lowest of the compared OMol25 structures with the same formula, charge and spin**: 110.9 kJ/mol
**Total charge**: 0
**Strongest force on any atom**: 1.99 eV Å⁻¹


12.
# C4H11NSi

A single C4H11NSi molecule in a non-equilibrium geometry (ωB97M-V/def2-TZVPD, the OMol25 dataset).

Structure (XYZ):
```
17
Properties=species:S:1:pos:R:3:mulliken_charge:R:1
C -2.669 0.418 -0.060 -0.197
C 0.787 0.155 1.825 -0.961
C 0.709 1.312 -1.114 -0.990
C 0.883 -1.838 -0.658 -0.942
N -1.921 -0.564 0.058 -0.533
Si 0.303 -0.163 0.015 0.446
H -3.750 0.264 -0.063 0.268
H -2.376 1.471 -0.174 0.129
H 0.384 -0.619 2.470 0.304
H 1.867 0.159 1.947 0.333
H 0.410 1.109 2.180 0.309
H 1.725 1.664 -0.950 0.326
H 0.618 1.043 -2.163 0.300
H 0.041 2.148 -0.929 0.303
H 0.526 -1.998 -1.670 0.295
H 1.967 -1.914 -0.668 0.338
H 0.497 -2.646 -0.045 0.273
```

Output
**Energy above the lowest of the compared OMol25 structures with the same formula, charge and spin**: 106.5 kJ/mol
**Total charge**: 0
**Strongest force on any atom**: 4.15 eV Å⁻¹


13.
# C4H11NSi

2 unconnected molecules or ions with the total composition C4H11NSi in a non-equilibrium geometry (ωB97M-V/def2-TZVPD, the OMol25 dataset).

Structure (XYZ):
```
17
Properties=species:S:1:pos:R:3:mulliken_charge:R:1
C 3.547 -0.680 -1.088 0.051
C 0.063 -1.516 0.526 -0.631
C -1.511 1.162 1.540 -1.126
C -0.564 0.819 -1.278 -1.043
N 3.489 0.389 -1.472 -0.330
Si -1.305 -0.197 0.108 0.438
H 3.652 -1.568 -0.546 0.283
H -0.169 -2.559 0.251 0.317
H 0.921 -1.085 0.035 -0.127
H 0.314 -1.523 1.564 0.369
H -2.119 2.052 1.462 0.374
H -1.937 0.790 2.465 0.342
H -0.482 1.561 1.848 0.287
H -1.284 1.325 -1.840 0.375
H 0.159 1.512 -0.926 0.320
H -0.099 0.136 -2.133 0.252
H -2.675 -0.618 -0.516 -0.153
```

Output
**Energy above the lowest of the compared OMol25 structures with the same formula, charge and spin**: 175.0 kJ/mol
**Total charge**: 0
**Strongest force on any atom**: 3.58 eV Å⁻¹


14.
# C4H11O2Zn

A molecular structure, C4H11O2Zn in a non-equilibrium geometry (ωB97M-V/def2-TZVPD, the OMol25 dataset).

Structure (XYZ):
```
18
Properties=species:S:1:pos:R:3:mulliken_charge:R:1
C -2.217 0.727 -0.896 -0.711
O -0.870 0.590 -0.422 -0.163
C -0.221 -0.622 -0.834 -0.336
C 1.229 -0.536 -0.424 -0.318
O 1.270 -0.096 0.942 -0.171
C 2.530 -0.294 1.595 -0.667
H -2.620 1.657 -0.485 0.260
H -2.208 0.775 -1.991 0.277
H -2.817 -0.127 -0.555 0.354
H -0.294 -0.722 -1.925 0.380
H -0.726 -1.471 -0.351 0.361
H 1.787 0.181 -1.042 0.344
H 1.692 -1.528 -0.504 0.373
H 3.314 0.253 1.057 0.330
H 2.433 0.090 2.615 0.240
H 2.755 -1.366 1.618 0.283
Zn -0.081 1.225 1.189 0.137
H -4.955 1.265 0.412 0.028
```

Output
**Calculated total energy**: -56827.8780 eV
**Total charge**: +1
**Strongest force on any atom**: 2.74 eV Å⁻¹